9
Properties=species:S:1:pos:R:3:forces:R:3:mulliken_charge:R:1 method="wB97M-V/def2-TZVPD" energy_ha=-304.1006 charge=+1 orbital_gap_ev=8.175 homo_ev=-16.65
C 0.27973 -0.31851 -0.72202 0.6 2.5 0.3 0.043
C -1.00815 -0.47036 1.29465 1.8 3.4 1.4 0.249
C -0.84125 0.39568 0.12599 -1.1 0.3 -0.7 -0.071
C 0.37910 -0.31214 0.82558 2.2 -1.7 -1.0 0.074
O 1.02287 0.60183 -1.32911 1.3 1.0 -1.0 -0.472
O 0.22048 1.05236 1.03672 -2.8 -1.8 0.6 -0.070
H 0.13099 -1.20139 -1.23840 -0.9 -2.0 -0.6 0.477
H -1.47263 -0.44566 2.31900 0.1 -0.5 -1.3 0.352
H 1.28887 0.69819 -2.31242 -1.2 -1.3 2.2 0.418

53
Properties=species:S:1:pos:R:3:forces:R:3:mulliken_charge:R:1 method="wB97M-V/def2-TZVPD" energy_ha=-1166.8582 charge=+1 orbital_gap_ev=8.102 homo_ev=-13.02
C 1.96330 0.51890 2.95804 -0.3 -0.6 -0.3 -1.028
C 1.52934 1.23940 1.60700 0.2 0.9 0.7 -0.064
C 0.27778 2.20790 1.85574 2.5 0.3 0.0 -0.785
N -0.77812 1.59924 2.70210 -2.4 -2.6 -3.3 0.257
C -1.92916 2.44671 3.10906 -1.0 0.3 3.0 -0.640
C -2.73806 1.31039 3.88203 1.8 0.7 -0.8 -0.417
N -2.78752 0.33488 2.73522 1.3 0.9 0.2 -0.332
C -1.40739 0.42769 2.22450 -1.9 2.2 1.4 0.113
N -0.93976 -0.57361 1.44757 0.9 0.3 0.2 -0.031
H 1.77096 -0.58454 2.83851 0.3 1.0 0.3 0.240
H 1.37704 0.86065 3.85110 0.5 -0.2 -0.8 0.309
H 3.04890 0.65284 3.20883 -1.1 -0.1 -0.5 0.329
H 1.34973 0.52361 0.76113 0.3 0.8 0.9 -0.064
H 2.38189 1.93166 1.33800 -1.1 -0.8 -0.1 0.470
H 0.70911 3.08425 2.42694 -0.8 -1.0 -0.4 0.331
H -0.10127 2.64147 0.88666 -0.1 -0.7 1.0 0.372
H -1.64856 3.25198 3.84352 0.1 -0.7 -1.1 0.362
H -2.53848 2.86794 2.25215 1.0 -0.5 0.7 0.289
H -1.98139 0.83057 4.57261 -1.3 0.8 -0.1 0.289
H -3.69857 1.59655 4.37293 0.8 -0.5 -0.7 0.380
H -3.48351 0.79750 2.12787 0.3 -1.0 -0.5 0.259
H -1.25207 -0.71252 0.48792 -0.2 -0.1 0.6 0.155
H -0.28016 -1.22942 1.86032 0.1 0.4 -0.4 0.226
C -3.70642 2.08520 -5.20567 0.0 0.1 0.3 -1.096
C -3.84680 0.57613 -5.23440 -0.2 0.4 -0.6 -0.162
O -3.25576 -0.01826 -4.06821 -0.1 -0.3 0.4 -0.346
C -3.99704 0.03082 -2.96181 0.1 0.2 -0.7 0.695
O -5.09344 0.51015 -2.85963 0.1 -0.1 0.2 -0.537
O -3.29474 -0.53404 -1.96444 0.1 -0.1 0.2 -0.320
C -3.94729 -0.47625 -0.70116 -0.1 -0.1 0.2 -0.720
H -2.66194 2.37056 -5.06125 0.0 -0.1 -0.2 0.290
H -4.06802 2.52337 -6.13680 0.0 -0.1 0.0 0.360
H -4.27340 2.51810 -4.37943 -0.1 -0.1 -0.1 0.308
H -3.30820 0.17539 -6.09366 0.1 -0.2 0.3 0.296
H -4.89018 0.27122 -5.33673 0.1 0.0 0.2 0.314
H -4.95790 -0.88035 -0.75825 0.0 0.2 0.0 0.402
H -3.96148 0.55566 -0.33935 -0.2 0.0 -0.1 0.208
H -3.37372 -1.08092 0.00215 0.0 -0.1 -0.2 0.292
C 6.89086 -3.04998 -0.39384 -0.2 -0.1 -0.3 -1.115
C 6.14003 -2.24321 0.64676 0.6 -0.4 0.2 -0.166
O 5.13296 -1.42358 0.03435 -0.5 0.1 0.1 -0.357
C 4.00326 -2.05281 -0.29478 0.5 0.0 -0.1 0.763
O 3.75983 -3.21678 -0.11736 -0.2 0.1 0.1 -0.544
O 3.18703 -1.16344 -0.88004 -0.1 0.1 0.2 -0.351
C 1.96731 -1.72766 -1.35627 -0.3 0.0 -0.2 -0.669
H 7.28595 -2.39605 -1.17413 0.1 0.0 0.1 0.300
H 7.71744 -3.59505 0.06414 0.0 0.1 0.0 0.361
H 6.23352 -3.77064 -0.88336 0.0 0.0 0.1 0.312
H 6.82948 -1.56399 1.14972 -0.2 0.2 -0.1 0.294
H 5.70191 -2.88528 1.41408 -0.2 0.0 -0.2 0.307
H 1.45536 -2.28641 -0.57033 0.2 -0.1 -0.1 0.245
H 2.16291 -2.36938 -2.21599 -0.1 -0.1 0.2 0.410
H 1.32445 -0.90660 -1.67407 0.2 0.1 0.0 0.207

43
Properties=species:S:1:pos:R:3:forces:R:3:mulliken_charge:R:1 method="wB97M-V/def2-TZVPD" energy_ha=-1597.6885 charge=0 orbital_gap_ev=10.289 homo_ev=-10.37
Ar 0.71967 -0.07741 0.20174 0.0 0.2 0.1 0.027
O -1.35803 -2.05476 -1.33533 -0.4 -0.7 0.2 -0.640
H -0.44873 -2.18697 -1.06712 0.4 -0.2 -0.2 0.312
H -1.43164 -1.11099 -1.47709 -0.2 0.7 0.0 0.379
O 1.38598 -2.47101 -1.75049 0.3 0.2 0.1 -0.563
H 1.86183 -2.36142 -2.57378 0.0 0.0 -0.3 0.265
H 1.60787 -3.35599 -1.46102 0.0 -0.4 0.2 0.255
O 3.21853 2.67097 -1.26277 -0.5 0.8 0.2 -0.665
H 2.84964 2.67217 -0.37952 0.0 0.2 0.3 0.321
H 3.19386 1.75271 -1.53191 0.3 -0.8 -0.5 0.373
O -0.38539 2.32659 2.63050 -0.2 -0.1 -0.2 -0.568
H -0.26757 3.21580 2.96465 -0.1 0.4 0.0 0.283
H 0.16843 1.78395 3.19180 0.1 -0.4 0.1 0.255
O -0.77694 -2.14631 3.95631 0.0 -0.3 0.6 -0.644
H -1.27827 -2.10039 3.14220 -0.3 0.0 -0.4 0.325
H -0.00372 -1.60627 3.79280 -0.1 0.3 0.0 0.425
O 0.69107 0.38617 -3.49614 0.5 -0.4 -0.3 -0.712
H 0.50309 -0.36817 -2.93769 -0.3 -0.3 0.2 0.358
H 0.11000 1.07475 -3.17297 -0.2 0.5 0.3 0.339
O 0.28341 3.03262 -2.28720 -0.5 -0.2 -0.1 -0.704
H 0.20351 3.50979 -3.11313 -0.1 0.3 -0.2 0.271
H 1.22647 2.92933 -2.15997 0.9 0.0 0.3 0.392
O -2.28964 0.50231 -1.50949 0.4 0.1 -1.0 -0.673
H -2.46337 0.67873 -0.58487 -0.1 0.1 0.7 0.422
H -3.06134 0.02328 -1.81153 -0.3 -0.1 -0.2 0.286
O 3.46256 0.39910 -2.72670 0.5 -0.1 0.2 -0.676
H 2.59427 0.30844 -3.11923 -0.8 0.2 -0.4 0.391
H 3.71055 -0.49300 -2.48399 0.2 -0.2 0.2 0.291
O 1.63026 -0.81267 3.45769 0.1 0.3 0.0 -0.649
H 1.90751 -1.72848 3.43197 0.1 -0.4 0.0 0.286
H 2.42260 -0.31620 3.25286 0.2 0.2 0.0 0.272
O -1.07027 3.58503 0.14685 -0.5 0.1 0.4 -0.617
H -0.60232 3.35400 -0.65557 0.2 0.0 -0.7 0.432
H -0.81442 2.91092 0.77641 0.3 -0.1 0.3 0.280
O -2.91474 0.75463 1.14267 -0.2 0.1 -0.1 -0.724
H -3.75938 1.18975 1.02654 -0.4 0.1 0.1 0.279
H -2.30605 1.46365 1.35012 0.5 0.4 0.4 0.279
O -0.18999 -4.24369 1.46669 0.4 -0.2 -0.4 -0.632
H -0.66044 -4.80291 2.08491 -0.1 -0.1 0.2 0.311
H -0.71642 -3.44585 1.41622 -0.2 0.3 0.1 0.319
O -2.19854 -1.82314 1.46260 0.1 -0.7 0.5 -0.670
H -2.21060 -2.08888 0.54311 0.1 -0.2 -0.7 0.361
H -2.54330 -0.93018 1.45887 -0.1 0.5 0.1 0.349

70
Properties=species:S:1:pos:R:3:forces:R:3:mulliken_charge:R:1 method="wB97M-V/def2-TZVPD" energy_ha=-3033.2515 multiplicity=2 charge=+1 orbital_gap_ev="9.681 / 5.813" homo_ev="-12.40 / -12.40"
C 1.51773 -17.41248 -13.74133 0.2 -0.9 -1.0 -0.674
C 0.55919 -16.94465 -12.61025 1.1 -0.1 0.1 -0.618
C 0.84446 -15.49480 -12.30898 0.9 1.5 -1.0 -0.666
S 1.79546 -14.85012 -13.72864 -1.6 0.5 -3.5 0.900
O 3.23157 -14.81780 -13.52351 0.3 0.6 0.9 -0.516
O 1.11577 -13.69203 -14.38152 1.5 -1.7 1.7 -0.705
C 1.62638 -16.31173 -14.79631 -1.9 0.4 0.8 -0.597
H 1.06206 -18.30111 -14.17813 0.1 0.0 -0.2 0.395
H 2.53077 -17.71374 -13.47467 -0.1 0.1 0.8 0.321
H 0.76076 -17.57148 -11.74160 -0.3 0.1 0.0 0.325
H -0.49631 -16.99721 -12.87720 0.2 -0.4 -0.2 0.304
H 1.54814 -15.23873 -11.51692 -0.6 -0.2 0.5 0.402
H -0.02786 -14.84898 -12.40934 0.0 0.0 0.8 0.404
H 2.35020 -16.26843 -15.61013 0.3 -0.4 0.5 0.399
H 0.63907 -16.30854 -15.25816 -0.1 0.6 -0.2 0.341
C 9.27566 -11.83800 -17.59512 2.4 -0.2 2.0 -0.715
C 8.00876 -11.01794 -17.62504 -0.6 -0.8 -1.0 -0.388
C 7.42195 -10.80208 -16.25735 0.1 -1.3 1.5 -0.461
S 8.47603 -11.76751 -14.99955 0.0 1.1 -0.5 0.887
O 7.56726 -12.58359 -14.22533 0.1 -0.4 -0.5 -0.485
O 9.33668 -10.88175 -14.25763 0.2 -0.2 -0.5 -0.628
C 9.41290 -12.74055 -16.28623 -1.6 1.1 -0.8 -0.462
H 10.07411 -11.09779 -17.54341 0.5 -0.3 0.0 0.310
H 9.47805 -12.46336 -18.46464 -0.3 0.2 -0.1 0.404
H 7.37402 -11.68037 -18.21360 -0.8 0.6 -0.1 0.164
H 8.18679 -10.10218 -18.18877 -0.2 -0.1 0.1 0.310
H 6.50269 -11.36803 -16.10649 -0.2 0.2 -0.3 0.084
H 7.22886 -9.79583 -15.88547 0.5 0.0 -0.1 0.437
H 8.79209 -13.62954 -16.39753 0.1 -0.2 0.0 0.129
H 10.43365 -13.02181 -16.02726 -0.2 0.4 0.2 0.436
C 5.90662 -14.90520 -10.33313 -0.5 -0.1 -0.6 -0.573
C 7.23791 -15.13817 -9.58887 -0.9 -0.9 -1.6 -0.589
C 8.03409 -15.99757 -10.61504 2.0 0.2 0.8 -0.729
S 7.09212 -16.75028 -11.95319 -0.8 -1.1 0.1 0.961
O 7.21019 -18.25557 -12.03006 -0.3 3.9 0.2 -0.656
O 7.31370 -15.92861 -13.17204 -0.4 -1.3 1.3 -0.536
C 5.51884 -16.16643 -11.15843 1.1 0.0 -0.2 -0.129
H 6.03414 -14.05742 -11.00627 -0.1 0.0 -0.1 0.242
H 5.07669 -14.65965 -9.67054 0.0 0.0 0.1 0.471
H 7.07121 -15.67811 -8.65679 0.2 0.1 0.0 0.304
H 7.73568 -14.18284 -9.42252 0.0 -0.2 0.2 0.291
H 8.60770 -16.76261 -10.09179 0.0 -0.2 -0.3 0.365
H 8.74756 -15.34946 -11.12399 0.1 -0.1 -0.1 0.396
H 5.22129 -16.96129 -10.47450 -0.3 -0.2 -0.3 0.371
H 4.86179 -15.98838 -12.00971 -0.4 0.0 0.4 -0.178
C -0.87370 -13.61977 -22.28376 -1.1 2.8 -1.4 -0.864
C 0.38623 -14.41643 -22.39695 -0.1 0.8 1.9 -0.542
C 1.25678 -13.81274 -21.14446 -1.9 -0.6 -1.6 -0.645
S -0.00561 -13.87373 -19.79110 0.6 -3.1 0.8 1.074
O 0.15240 -12.64957 -19.06426 0.1 0.5 0.7 -0.650
O 0.04246 -15.19793 -19.04226 -0.3 3.4 -2.2 -0.653
C -1.47339 -13.65410 -20.89389 0.1 -2.0 0.2 -0.592
H -1.58305 -13.83006 -23.08420 -0.4 -1.0 0.4 0.416
H -0.70238 -12.60320 -22.63778 0.6 0.6 0.6 0.365
H 0.69356 -14.26047 -23.43103 0.9 -0.4 0.4 0.345
H -0.01672 -15.40799 -22.19074 1.2 -0.6 -0.1 0.287
H 1.29749 -12.72853 -21.24899 0.2 0.0 -0.4 0.391
H 2.26684 -14.16982 -20.94348 -0.5 -0.5 0.3 0.350
H -2.17129 -12.91940 -20.49232 0.7 0.5 -0.3 0.416
H -2.05385 -14.57665 -20.90215 0.2 -0.3 0.6 0.314
N 4.94698 -14.92067 -15.83213 -0.6 0.6 0.6 0.473
C 3.95243 -14.13758 -16.33122 -0.9 0.1 -1.1 -0.715
C 4.05955 -14.10156 -17.76806 2.9 0.4 0.6 -0.210
C 5.34752 -14.60291 -17.99133 -1.9 -0.4 -1.4 -0.311
C 5.76094 -15.26557 -16.81890 1.6 0.8 0.2 -0.530
H 5.26740 -14.93786 -14.87446 -0.4 -0.3 0.6 0.193
H 3.22559 -13.55996 -15.77945 0.1 -0.3 0.6 0.581
H 3.55577 -13.49125 -18.50299 -0.6 -0.1 0.4 0.526
H 5.87945 -14.54508 -18.92947 0.0 -0.3 0.1 0.460
H 6.70826 -15.72122 -16.57116 -0.1 -0.3 -0.2 0.472

7
Properties=species:S:1:pos:R:3:forces:R:3:mulliken_charge:R:1 method="wB97M-V/def2-TZVPD" energy_ha=-890.9570 charge=0 smiles="S=CNS" orbital_gap_ev=8.567 homo_ev=-8.61
S 2.28707 -0.02728 -0.05393 -1.9 0.9 0.8 -0.255
C 0.64164 -0.22513 0.21455 0.1 -2.9 -2.1 -0.006
N -0.47674 0.59169 0.00394 -1.0 -3.7 0.4 -0.278
S -2.14893 -0.14898 -0.13124 1.5 0.9 2.6 -0.129
H 0.41519 -1.43946 0.16902 -0.3 3.4 0.6 0.211
H -0.57671 1.54999 0.18443 0.8 1.4 0.1 0.280
H -2.56138 -0.08145 1.29449 0.8 -0.1 -2.4 0.177

17
Properties=species:S:1:pos:R:3:forces:R:3:mulliken_charge:R:1 method="wB97M-V/def2-TZVPD" energy_ha=-417.7236 charge=-1 orbital_gap_ev=6.898 homo_ev=-3.97
C -0.42529 0.44925 -0.10150 -1.6 -0.4 -1.0 -0.428
C -0.08324 -0.46264 -1.29709 0.5 0.0 0.2 -0.770
C 2.99017 -0.16225 0.85527 3.3 1.1 -2.0 -0.246
N 2.33244 0.88866 0.45632 -0.5 -3.2 1.4 -0.462
N -1.84446 0.79840 -0.18115 -0.4 -1.0 0.5 -0.513
C -2.85783 -0.22853 0.21752 -0.4 1.4 -0.4 0.548
O -2.76243 -1.38357 -0.21297 0.5 -0.4 0.1 -0.713
O -3.76924 0.31770 0.88390 -0.1 -0.4 0.2 -0.782
H -0.18038 -0.11903 0.82123 0.0 0.4 0.1 0.173
H 0.08977 1.39582 -0.19569 0.5 -0.1 0.4 0.442
H 0.35195 0.13857 -2.10762 -0.2 -0.3 0.0 0.209
H -0.97640 -1.01182 -1.60411 0.1 0.2 0.0 0.443
H 3.36090 -0.38841 1.88265 -1.5 -0.3 0.2 0.251
H 3.63191 -0.73542 0.12894 -0.1 0.2 0.2 0.210
H 0.65473 -1.21671 -0.98777 0.0 0.1 -0.2 0.136
H 1.62885 0.15839 1.02991 -0.5 2.4 0.3 0.236
H -2.14147 1.56159 0.41218 0.5 0.2 0.0 0.266